Formula: C25H24ClN2OPdSe2Si
Source: OMol25
Level of theory: ωB97M-V with the def2-TZVPD basis set

Cartesian coordinates (Å):
Pd 0.1519 0.0934 0.1492
Cl -2.6611 1.0454 6.7648
C -1.8057 1.0526 5.2639
C -0.9531 2.1241 4.9562
C -0.2750 2.1532 3.7672
C -0.4185 1.1260 2.8068
O 0.2644 1.2972 1.7020
C -1.2605 0.0283 3.1371
C -1.4588 -1.1227 2.3223
N -0.9518 -1.3221 1.1523
C -1.1467 -2.4985 0.3975
C -1.6394 -3.6921 0.8627
C -1.8317 -4.7725 -0.0181
C -1.5284 -4.6620 -1.3453
C -0.9839 -3.4606 -1.8494
C -0.6396 -3.2707 -3.2069
C -0.1216 -2.0743 -3.6131
C 0.0931 -1.0633 -2.6664
N -0.1965 -1.2166 -1.3897
C -0.7676 -2.3894 -0.9636
C -1.9464 0.0273 4.3771
H -0.8409 2.9307 5.6685
H 0.3758 2.9796 3.5157
H -2.0888 -1.9005 2.7490
H -1.8835 -3.8211 1.9079
H -2.2311 -5.6986 0.3714
H -1.6908 -5.4904 -2.0222
H -0.8068 -4.0747 -3.9126
H 0.1348 -1.8854 -4.6452
H 0.4892 -0.0958 -2.9493
H -2.5942 -0.8058 4.6185
C 2.0751 2.3305 -4.1356
Si 2.7051 1.8457 -2.4409
C 3.8968 3.1260 -1.7908
C 3.5374 0.1696 -2.4992
Se 0.8246 2.0100 -1.0894
H 2.9066 2.4336 -4.8366
H 1.5498 3.2862 -4.0970
H 1.3835 1.5848 -4.5331
H 4.7776 3.1993 -2.4321
H 4.2224 2.8753 -0.7785
H 3.4186 4.1061 -1.7510
H 4.4988 0.2842 -3.0051
H 2.9717 -0.5823 -3.0532
H 3.7285 -0.2250 -1.4996
Se 2.1818 -1.0888 0.9556
C 3.4046 0.2128 1.5742
C 3.2800 0.7390 2.8628
C 4.2511 1.5950 3.3471
C 5.3670 1.8912 2.5709
C 5.5127 1.3360 1.3062
C 4.5262 0.5087 0.7981
H 2.4279 0.4739 3.4709
H 4.1538 2.0149 4.3392
H 6.1353 2.5460 2.9603
H 6.3935 1.5541 0.7172
H 4.6261 0.0728 -0.1873

Output
frontier orbital gap (alpha / beta) = 5.3 / 5.3 eV
calculated total energy = -6832.0811 Eh
HOMO (alpha / beta) = -0.39659 / -0.39662 Eh
relative energy (zero: lowest compared OMol25 entry of this formula, charge and spin) = 17.21 kcal per mole
net charge = +1

Mulliken charges, unit e, in atom order: 0.06 -0.20 0.03 -0.48 -0.51 0.51 -0.40 0.16 0.30 0.17 0.07 -0.62 -1.01 -0.89 1.08 -0.53 -1.05 0.00 0.33 0.42 -1.03 0.43 0.54 0.22 0.36 0.41 0.42 0.46 0.44 0.31 0.43 -1.13 0.67 -0.95 -0.91 -0.20 0.35 0.31 0.32 0.35 0.19 0.34 0.46 0.36 0.01 0.22 0.31 -0.26 -0.70 -0.38 -0.77 -0.38 0.47 0.42 0.41 0.42 0.64


Formula: C25H24FN4O6RuS3Te
Source: OMol25
Level of theory: ωB97M-V with the def2-TZVPD basis set

Cartesian coordinates (Å):
Ru 0.5081 1.0938 -0.1620
O -0.8850 6.6112 -0.4598
C 0.3215 6.6609 0.1225
C 0.8629 7.9234 0.3835
C 2.1046 8.0517 0.9788
C 2.8371 6.9234 1.3284
C 2.3013 5.6707 1.0729
C 1.0552 5.5090 0.4769
C 0.5757 4.0977 0.2466
O 1.3060 3.1513 0.5992
N -0.6371 4.0129 -0.3053
N -0.9966 2.7096 -0.5759
C -2.2395 2.5207 -0.7529
S -2.8751 0.9844 -1.3250
C -4.4898 1.2733 -0.5732
C -4.8875 2.7161 -0.8514
S -3.4700 3.7872 -0.4798
H -1.1035 5.6229 -0.5507
H 0.2789 8.7916 0.1025
H 2.5061 9.0414 1.1706
H 3.8121 7.0188 1.7902
H 2.8368 4.7629 1.3221
H -4.4287 1.0931 0.5015
H -5.1976 0.5655 -1.0057
H -5.7124 3.0202 -0.2035
H -5.1947 2.8345 -1.8913
C 1.7432 -5.9304 0.1189
C 2.1706 -4.4869 0.1575
C 2.8682 -3.9151 -0.8943
C 3.2325 -2.5676 -0.8956
C 3.9746 -2.0235 -2.0830
C 2.8812 -1.7547 0.1896
Te 3.1938 0.3608 0.1847
C 2.1799 -2.3233 1.2672
C 1.7398 -1.4944 2.4440
C 1.8449 -3.6743 1.2380
H 2.4336 -6.5313 -0.4759
H 0.7511 -6.0383 -0.3283
H 1.7026 -6.3567 1.1236
H 3.1370 -4.5290 -1.7498
H 4.4019 -2.8374 -2.6742
H 4.7702 -1.3462 -1.7670
H 3.3088 -1.4261 -2.7087
H 1.0821 -0.6805 2.1214
H 2.5879 -1.0160 2.9381
H 1.2261 -2.1184 3.1800
H 1.3047 -4.1014 2.0801
F -0.2494 -5.2650 -1.8592
C -1.2634 -4.6043 -1.2736
C -1.0425 -3.6739 -0.3351
N -2.0741 -3.0157 0.2961
C -1.7625 -1.9892 1.2943
C -0.9662 -0.8220 0.7075
O -0.9473 0.2442 1.3623
O -0.3321 -1.0179 -0.3533
C -3.3819 -3.2267 -0.0567
O -4.3414 -2.6682 0.4442
N -3.5596 -4.1861 -1.0430
C -2.6019 -4.9373 -1.7108
O -2.9151 -5.7744 -2.5378
H -0.0424 -3.3942 -0.0296
H -1.1659 -2.4505 2.0858
H -2.6971 -1.6373 1.7162
H -4.5209 -4.3510 -1.2993
S 2.1401 1.1124 -1.8333

Output
frontier orbital gap (alpha / beta) = 3.2 / 4.4 eV
calculated total energy = -3294.9833 Eh
HOMO (alpha / beta) = 0.03620 / -0.00968 Eh
relative energy (zero: lowest compared OMol25 entry of this formula, charge and spin) = 29.74 kcal per mole
multiplicity = 2
net charge = -2

Mulliken charges, unit e, in atom order: 0.36 -0.72 0.39 -0.64 -0.26 -0.71 -0.60 0.30 0.87 -0.86 -0.60 -0.06 0.24 -0.18 -0.67 -0.51 -0.20 0.65 0.38 0.33 0.38 0.44 0.27 0.45 0.35 0.28 -1.47 1.06 -0.85 1.05 -1.74 -0.09 -0.03 1.60 -2.02 -1.17 0.42 0.18 0.36 0.27 0.42 0.36 0.28 0.39 0.43 0.37 0.12 -0.35 0.04 0.13 0.22 -1.48 1.81 -0.92 -0.89 0.49 -0.68 -0.02 0.03 -0.69 0.59 0.17 0.42 0.23 -0.67